1.
{"formula": "C14H31Al2BCl3F10IN2O14P2S2", "method": "the ωB97M-V functional and the def2-TZVPD basis", "symbols": ["C", "C", "C", "C", "C", "P", "I", "O", "B", "O", "O", "H", "H", "H", "H", "H", "H", "H", "H", "H", "H", "H", "H", "H", "H", "H", "Al", "N", "S", "O", "O", "F", "S", "O", "O", "F", "F", "P", "F", "F", "F", "F", "F", "C", "Cl", "Cl", "Cl", "H", "C", "O", "O", "O", "C", "C", "O", "C", "O", "O", "C", "H", "H", "H", "H", "H", "H", "H", "H", "C", "C", "O", "N", "C", "H", "H", "H", "H", "H", "H", "H", "Al", "F", "F"], "coordinates": [[-1.207, -0.575, -1.290], [0.152, 0.241, -1.765], [-0.285, 1.078, -3.132], [1.263, -0.938, -2.170], [1.889, -1.687, -0.839], [3.713, -2.168, -1.182], [4.420, -0.143, 0.031], [3.297, -3.677, -1.946], [3.369, -3.604, -3.418], [2.069, -3.790, -4.150], [4.587, -3.418, -4.233], [-2.139, -0.221, -1.928], [-1.471, -0.434, -0.152], [-1.097, -1.734, -1.493], [0.597, 0.945, -0.926], [0.414, 1.999, -3.358], [-0.152, 0.345, -4.065], [-1.402, 1.484, -3.075], [2.183, -0.375, -2.679], [0.734, -1.688, -2.927], [1.226, -2.552, -0.411], [1.916, -0.850, 0.012], [4.332, -1.619, -2.360], [4.452, -2.951, -0.182], [1.873, -4.783, -4.010], [4.469, -2.526, -4.718], [1.972, -5.826, -5.126], [6.888, 2.309, -3.061], [5.490, 2.288, -3.775], [5.467, 1.969, -5.199], [4.480, 3.234, -3.315], [4.902, 0.926, -3.168], [7.755, 3.536, -3.526], [9.166, 3.435, -3.156], [7.194, 4.873, -3.378], [7.841, 3.369, -5.110], [-1.305, -3.010, 1.151], [-2.825, -2.778, 1.408], [-3.873, -2.651, 2.553], [-3.107, -3.505, 0.059], [-2.862, -4.172, 2.103], [-3.697, -1.794, 0.573], [-2.099, -1.538, 2.012], [-4.574, -6.007, -2.677], [-3.250, -7.032, -3.256], [-4.363, -5.630, -0.958], [-4.672, -4.518, -3.632], [-5.512, -6.555, -2.797], [-4.897, -4.996, 4.759], [-4.780, -6.201, 4.591], [-4.636, -4.395, 5.807], [-5.295, -4.193, 3.907], [-5.078, -2.056, 8.179], [-4.719, -0.719, 7.556], [-5.780, -0.236, 6.722], [-6.854, 0.273, 7.374], [-6.990, 0.357, 8.583], [-7.770, 0.651, 6.446], [-9.001, 1.105, 7.005], [-5.360, -2.778, 7.407], [-4.233, -2.457, 8.747], [-5.933, -1.967, 8.857], [-3.844, -0.847, 6.909], [-4.454, 0.027, 8.314], [-8.836, 1.910, 7.728], [-9.527, 0.267, 7.472], [-9.620, 1.493, 6.192], [3.540, 8.598, -3.322], [3.375, 8.140, -1.900], [2.803, 8.825, -1.055], [3.882, 6.922, -1.555], [4.581, 5.976, -2.394], [3.085, 9.585, -3.443], [4.602, 8.674, -3.570], [3.039, 7.901, -4.000], [3.732, 6.683, -0.582], [4.019, 5.039, -2.388], [5.569, 5.806, -1.961], [4.689, 6.330, -3.420], [5.783, -3.479, -0.917], [6.064, 6.348, -4.784], [0.625, -3.871, 1.374]], "forces_ev_per_angstrom": [[-0.4, -0.2, 0.2], [-0.9, -0.9, -0.7], [0.7, 0.1, -0.3], [0.6, 0.9, -0.3], [-1.9, 1.2, 0.8], [-4.8, 2.7, 1.2], [1.4, 0.3, 0.4], [1.3, -0.1, -4.5], [0.9, 0.2, 0.9], [1.8, -2.2, 0.4], [-3.5, 1.7, 1.7], [2.0, -0.7, 1.4], [0.6, -0.3, -2.3], [-0.2, 2.3, 0.5], [-0.9, -1.5, -1.8], [-1.3, -1.8, 0.6], [-0.6, 1.6, 2.0], [2.5, -1.1, 0.0], [-1.9, -1.1, 0.6], [1.3, 1.6, 1.7], [1.3, 1.1, -0.8], [0.1, -2.1, -1.9], [0.1, -0.7, 0.5], [-2.1, 0.9, 0.2], [-0.6, 4.4, 3.7], [0.5, -1.9, 0.5], [0.1, -2.5, -3.3], [0.0, 0.4, -0.2], [-3.9, -0.1, -2.3], [0.7, 0.6, 2.0], [1.8, -1.0, -0.3], [0.5, -0.5, 0.5], [4.3, 1.6, -1.2], [-2.6, -0.5, 0.2], [-0.6, -0.8, 0.3], [-0.4, 0.0, 0.7], [4.0, -2.0, -2.5], [-1.5, -0.3, 0.5], [-3.8, 3.3, 2.0], [0.5, -4.6, -2.9], [2.5, -5.1, 0.5], [-1.9, 5.3, -0.6], [0.1, 4.3, 2.9], [-0.4, 0.2, 0.7], [0.0, -0.1, -0.1], [-0.2, -0.4, -0.8], [0.0, -0.2, 0.0], [0.4, 0.2, -0.1], [0.2, -1.0, -0.3], [0.0, -0.4, -0.1], [0.2, 0.7, 0.8], [-0.6, 0.4, -0.3], [-0.4, -0.1, 0.1], [0.5, -0.4, 0.4], [-1.0, 0.7, 0.3], [0.2, -0.3, 0.2], [0.1, 0.0, -1.5], [0.8, -0.2, 0.6], [-0.4, 0.2, 0.1], [0.2, 0.2, 0.1], [0.0, 0.1, -0.1], [0.2, 0.1, 0.0], [-0.4, 0.2, -0.1], [-0.3, -0.1, -0.1], [0.0, -0.3, 0.0], [0.1, 0.2, 0.1], [0.3, -0.2, 0.0], [0.0, 0.2, -0.1], [-0.5, 1.0, 0.1], [0.3, -0.6, -0.2], [0.3, -0.4, -0.2], [-0.8, 1.0, 0.2], [0.0, -0.3, 0.2], [-0.1, -0.2, -0.2], [0.3, 0.0, 0.0], [0.1, 0.1, 0.0], [0.2, -0.2, 0.0], [0.2, -0.4, 0.0], [0.0, -0.1, 0.3], [3.5, -1.6, -0.8], [0.1, -0.1, 0.0], [0.9, -0.2, -0.3]], "mulliken_charge": [-1.066, 0.722, -1.165, -0.583, -0.521, 0.520, -0.034, -0.604, 0.665, -0.296, -0.466, 0.336, 0.163, 0.150, 0.395, 0.251, 0.250, 0.367, 0.067, 0.192, 0.279, 0.294, -0.025, 0.311, 0.382, 0.393, 0.620, -0.347, 0.978, -0.592, -0.563, -0.114, 1.027, -0.627, -0.350, -0.237, -0.106, 0.829, -0.243, -0.266, -0.322, -0.339, -0.320, -0.024, -0.163, -0.004, -0.133, 0.311, 0.888, -0.405, -0.319, -0.196, -1.007, -0.217, -0.306, 0.733, -0.561, -0.315, -0.623, 0.222, 0.367, 0.333, 0.309, 0.306, 0.285, 0.282, 0.225, -1.147, 0.732, -0.589, 0.000, -0.607, 0.290, 0.360, 0.348, 0.259, 0.331, 0.307, 0.278, 0.282, -0.383, -0.456], "lumo_energy_ev": -6.84, "molar_mass_g_mol": 1065.5, "total_charge": 0, "gap_ev": 1.1591, "multiplicity": 1}

***

2.
{"formula": "ClFIPS", "method": "the ωB97M-V functional and the def2-TZVPD basis", "symbols": ["F", "P", "S", "Cl", "I"], "coordinates": [[-0.296, 0.266, -1.314], [0.231, -0.278, 0.099], [-2.044, -1.644, 0.255], [-0.636, 1.148, 1.287], [2.746, 0.508, -0.327]], "forces_ev_per_angstrom": [[0.6, -0.3, 0.7], [-1.5, 0.4, -0.9], [1.3, 0.4, 0.1], [0.6, -0.2, -0.1], [-0.9, -0.3, 0.3]], "mulliken_charge": [-0.133, 0.458, -0.130, -0.127, -0.068], "lumo_energy_ev": [-3.60, -2.73], "molar_mass_g_mol": 244.4, "total_charge": 0, "e_above_lowest_kj_mol": 323.2, "gap_ev": [6.4043, 6.6671], "multiplicity": 1}

***

3.
{"formula": "C41H45N4O4Se2Tl", "method": "the ωB97M-V functional and the def2-TZVPD basis", "symbols": ["Tl", "O", "C", "O", "C", "C", "C", "C", "C", "N", "C", "O", "O", "H", "H", "H", "C", "Se", "C", "C", "Se", "C", "H", "H", "H", "H", "H", "H", "H", "H", "H", "H", "C", "C", "N", "C", "C", "C", "C", "C", "C", "C", "C", "C", "N", "C", "H", "H", "H", "H", "H", "H", "H", "H", "C", "C", "C", "C", "C", "C", "C", "C", "N", "C", "C", "C", "C", "C", "C", "C", "C", "C", "C", "H", "H", "H", "H", "H", "H", "H", "H", "H", "H", "H", "H", "H", "H", "H", "H", "H", "H", "H", "H", "H", "H", "H", "H"], "coordinates": [[-0.137, 0.874, 0.753], [3.897, -0.749, 1.237], [2.898, -0.048, 1.336], [1.694, -0.440, 1.533], [3.068, 1.461, 1.245], [4.296, 2.095, 1.349], [4.320, 3.483, 1.331], [3.136, 4.193, 1.180], [1.957, 3.481, 1.030], [1.945, 2.155, 1.083], [0.603, 4.131, 0.773], [0.508, 5.341, 0.943], [-0.302, 3.325, 0.374], [5.186, 1.491, 1.452], [5.260, 4.012, 1.431], [3.095, 5.273, 1.163], [-3.390, 3.884, 0.174], [-2.967, 2.320, -0.883], [-2.036, 3.269, -2.305], [-2.329, 2.716, -3.684], [-1.653, 0.926, -4.035], [-3.120, -0.128, -3.304], [-2.461, 4.390, 0.426], [-3.873, 3.534, 1.085], [-4.073, 4.525, -0.378], [-0.973, 3.247, -2.068], [-2.371, 4.305, -2.238], [-1.836, 3.334, -4.437], [-3.397, 2.714, -3.902], [-3.224, -1.023, -3.914], [-4.039, 0.451, -3.352], [-2.916, -0.404, -2.271], [-4.619, -1.011, 1.941], [-3.554, -0.334, 1.331], [-2.515, 0.124, 1.997], [-2.463, -0.076, 3.328], [-3.482, -0.731, 4.031], [-4.579, -1.204, 3.295], [-3.387, -0.892, 5.458], [-2.324, -0.420, 6.131], [-1.248, 0.243, 5.443], [-0.119, 0.732, 6.121], [0.884, 1.332, 5.415], [0.757, 1.430, 4.023], [-0.295, 0.993, 3.365], [-1.298, 0.410, 4.055], [-5.447, -1.365, 1.343], [-3.559, -0.157, 0.263], [-5.381, -1.721, 3.809], [-4.191, -1.400, 5.975], [-2.252, -0.537, 7.206], [-0.056, 0.622, 7.197], [1.770, 1.717, 5.901], [1.544, 1.871, 3.428], [4.634, -0.982, -4.043], [3.581, -0.200, -3.301], [3.603, 1.196, -3.293], [2.618, 1.946, -2.644], [2.667, 3.451, -2.635], [1.612, 1.276, -1.990], [1.568, -0.146, -1.920], [2.577, -0.860, -2.622], [0.526, -0.674, -1.252], [0.292, -2.113, -1.065], [1.448, -2.955, -0.480], [0.990, -4.413, -0.328], [0.578, -4.975, -1.692], [-0.591, -4.161, -2.254], [-1.778, -4.231, -1.289], [-1.357, -3.674, 0.073], [-0.196, -4.498, 0.635], [-0.890, -2.228, -0.089], [-0.160, -2.701, -2.423], [5.442, -0.334, -4.379], [4.211, -1.472, -4.922], [5.063, -1.756, -3.406], [4.401, 1.713, -3.816], [3.230, 3.835, -3.485], [3.149, 3.812, -1.724], [1.665, 3.880, -2.660], [0.824, 1.853, -1.519], [2.569, -1.936, -2.646], [1.741, -2.530, 0.478], [2.333, -2.936, -1.111], [1.825, -4.994, 0.070], [0.287, -6.026, -1.595], [1.426, -4.937, -2.384], [-0.884, -4.559, -3.229], [-2.120, -5.265, -1.185], [-2.615, -3.648, -1.687], [-2.205, -3.700, 0.764], [-0.502, -5.540, 0.767], [0.094, -4.111, 1.616], [-0.569, -1.847, 0.887], [-1.706, -1.594, -0.453], [-0.986, -2.099, -2.810], [0.656, -2.630, -3.144]], "forces_ev_per_angstrom": [[0.0, 0.4, 0.0], [0.1, 0.1, 0.0], [-0.1, -0.3, 0.1], [0.1, -0.1, 0.0], [-0.1, 0.1, 0.0], [0.0, 0.0, 0.0], [0.0, 0.0, 0.0], [0.0, 0.0, 0.0], [-0.1, -0.2, 0.0], [0.3, 0.0, 0.0], [-0.1, 0.0, -0.1], [0.0, 0.0, -0.1], [0.0, 0.0, 0.1], [0.0, 0.0, 0.0], [0.0, 0.0, 0.0], [0.0, 0.0, 0.0], [0.1, 0.0, 0.2], [-0.2, -0.1, -0.2], [0.1, 0.0, 0.0], [0.0, 0.1, 0.0], [0.1, -0.1, 0.0], [0.0, 0.0, 0.1], [0.0, 0.0, 0.0], [0.0, 0.0, 0.0], [0.0, 0.0, 0.0], [0.0, 0.0, 0.0], [0.0, 0.0, 0.0], [0.0, 0.0, 0.0], [0.0, 0.0, 0.0], [0.0, 0.0, 0.0], [0.0, 0.0, 0.0], [0.0, 0.0, 0.0], [0.0, 0.0, -0.1], [0.0, 0.0, 0.1], [-0.1, -0.2, 0.1], [0.2, 0.2, -0.1], [-0.1, 0.0, 0.2], [0.0, 0.0, 0.1], [-0.1, 0.0, -0.1], [0.1, 0.1, 0.0], [-0.1, -0.1, 0.1], [0.0, 0.0, 0.1], [0.1, 0.0, -0.1], [-0.1, 0.0, 0.0], [-0.1, 0.0, 0.1], [0.0, 0.0, -0.2], [0.0, 0.0, 0.0], [0.0, 0.0, 0.0], [0.0, 0.0, 0.0], [0.0, 0.0, 0.0], [0.0, 0.0, 0.0], [0.0, 0.0, 0.0], [0.0, 0.0, 0.0], [0.0, 0.0, 0.0], [0.0, 0.0, 0.0], [0.0, 0.0, 0.0], [0.1, 0.0, 0.0], [0.0, 0.0, 0.0], [0.0, 0.0, 0.0], [0.0, 0.0, 0.0], [-0.2, -0.1, -0.1], [0.0, 0.1, 0.1], [0.1, -0.1, 0.1], [0.0, 0.1, -0.2], [-0.1, 0.1, 0.0], [0.0, 0.0, 0.0], [0.0, 0.0, 0.0], [0.0, 0.0, 0.1], [0.0, 0.0, 0.0], [0.0, 0.0, 0.0], [0.0, 0.0, 0.0], [0.0, 0.0, 0.0], [0.1, 0.0, 0.0], [0.0, 0.0, 0.0], [0.0, 0.0, 0.0], [0.0, 0.0, 0.0], [0.0, 0.0, 0.0], [0.0, 0.0, 0.0], [0.0, 0.0, 0.0], [0.0, 0.0, 0.0], [0.0, 0.0, 0.0], [0.0, 0.0, 0.0], [0.0, 0.0, 0.1], [0.0, 0.0, 0.0], [0.0, 0.0, 0.0], [0.0, 0.0, 0.0], [0.0, 0.0, 0.0], [0.0, 0.0, 0.0], [0.0, 0.0, 0.0], [0.0, 0.0, 0.0], [0.0, 0.0, 0.0], [0.0, 0.0, 0.0], [0.0, 0.0, 0.0], [0.0, 0.0, 0.0], [0.0, 0.0, 0.0], [0.0, 0.0, 0.0], [0.0, 0.0, 0.0]], "mulliken_charge": [1.452, -0.793, -0.262, -0.555, 0.517, -0.717, -0.677, -0.636, 0.121, 1.079, -0.291, -0.789, -0.306, 0.627, 0.436, 0.593, -1.145, 0.443, 0.098, -1.178, 0.109, -0.732, 0.256, 0.336, 0.362, -0.461, 0.696, 0.476, 0.413, 0.429, 0.416, -0.167, -1.331, -0.272, 0.298, -0.298, 1.367, -0.772, -0.918, -0.946, 1.352, -0.597, -1.334, -0.106, 0.371, -0.480, 0.500, 0.433, 0.420, 0.421, 0.392, 0.421, 0.474, 0.471, -1.822, -0.178, -0.824, 0.324, -1.638, 0.820, -0.171, -0.583, 0.706, 1.201, -1.159, 0.308, -1.285, 0.286, -1.484, 0.354, -1.589, -1.257, -0.728, 0.396, 0.330, 0.366, 0.377, 0.495, 0.205, 0.233, 0.381, 0.686, 0.229, 0.531, 0.313, 0.531, 0.533, 0.304, 0.584, 0.413, 0.402, 0.568, 0.496, 0.591, -0.722, -0.188, 0.649], "lumo_energy_ev": [-1.21, -1.30], "molar_mass_g_mol": 1020.1, "total_charge": 0, "e_above_lowest_kj_mol": 129.9, "gap_ev": [6.6848, 5.6192], "multiplicity": 1}